# 1
A cluster of 8 separate species, C48H144N24O8P8 in total. Source: OMol25; level of theory: ωB97M-V with the def2-TZVPD basis set.

Results
2S+1 = 2
total charge = +1
Kohn-Sham gap (spin up / spin down) = 7.62 / 3.29 eV

Atoms and positions in Å:
P 1.734 -0.677 -6.768
P -5.015 -0.647 3.081
P -1.051 5.977 4.608
P 0.502 6.165 -5.519
P 0.503 0.634 0.345
P 1.013 -1.775 6.893
P -2.746 -4.228 -2.776
P 4.582 -5.874 2.342
O 1.649 -1.631 -5.622
O -5.058 -1.631 4.241
O 5.085 -4.723 1.629
O 0.367 6.302 4.978
O -3.300 -4.413 -1.425
O -0.737 1.123 1.024
O 1.834 -3.002 6.945
O -0.652 6.484 -6.368
N 5.693 -6.863 3.234
N 1.992 6.819 -6.200
N -4.053 -1.297 1.789
N 0.572 6.773 -3.943
N 1.256 -0.746 0.974
N 3.316 -5.596 3.477
N -4.450 0.969 3.419
N -1.619 4.726 5.659
N -3.199 -5.614 -3.721
N 3.877 -6.948 1.176
N 1.850 1.775 0.243
N -2.309 7.157 4.668
N 2.662 0.770 -6.452
N 1.445 -0.681 5.648
N -0.665 -2.007 6.745
N 0.185 0.353 -1.351
N -3.231 -2.857 -3.603
N 0.713 4.519 -5.359
N 1.181 -0.739 8.229
N -1.033 -4.153 -2.894
N 2.383 -1.260 -8.235
N -6.370 -0.236 2.233
N -1.085 5.267 3.050
N 0.253 0.121 -7.198
C -3.046 1.066 3.850
C -1.026 -2.482 5.377
C 0.599 0.469 5.157
C 2.232 2.621 -0.934
C -0.284 6.168 -2.894
C -0.132 5.626 2.013
C 0.879 8.250 -3.684
C -0.017 0.615 -8.499
C 3.887 -1.502 -8.254
C 1.735 -2.249 -9.008
C -3.742 6.715 4.621
C 3.719 -8.406 1.304
C -0.425 -4.237 -4.198
C 3.673 0.744 -5.349
C -3.343 -5.657 -5.144
C -0.826 0.062 -6.329
C -5.348 2.001 3.931
C 2.816 1.892 -7.326
C 0.282 0.443 8.449
C -3.961 -2.772 1.654
C 2.559 -1.278 0.539
C -0.012 3.578 -6.224
C -4.582 -2.622 -3.973
C -2.916 -6.950 -3.174
C -2.515 -1.693 -3.051
C -7.573 -1.146 2.347
C -2.154 4.321 2.567
C 1.914 7.579 -7.442
C 6.083 -6.510 4.639
C -2.081 8.439 3.997
C 2.820 -4.208 3.790
C -6.367 0.710 1.112
C 1.719 3.970 -4.445
C 0.891 -0.616 -2.240
C 2.621 -0.928 4.749
C 3.236 -6.255 -0.012
C -2.150 5.094 6.946
C 2.382 2.308 1.519
C -0.823 1.318 -1.992
C 3.358 6.726 -5.731
C -3.495 -0.549 0.625
C 2.530 -6.698 4.039
C -0.996 3.472 5.689
C 0.406 -1.676 1.775
C 2.455 -0.601 8.902
C -1.275 -2.712 7.895
C -0.180 -4.396 -1.685
C 6.831 -7.464 2.534
H 0.650 -4.162 -4.039
H 0.182 3.747 -7.283
H 1.367 2.999 -4.097
H 2.995 -2.127 1.065
H -1.852 -7.175 -3.248
H 3.950 -5.818 -0.710
H -3.106 -3.200 1.132
H -2.990 4.870 2.133
H 6.888 -8.474 2.937
H 4.673 0.959 -5.726
H 2.052 -2.243 -10.051
H 1.856 -3.203 -8.495
H -0.191 0.380 9.429
H -1.587 0.824 -6.496
H -2.826 -1.461 -2.032
H 6.571 -7.531 1.477
H 2.131 -7.341 3.255
H -0.624 -1.340 1.891
H -7.615 -1.555 3.356
H -0.465 0.438 7.655
H -2.508 3.806 3.461
H 0.974 1.412 5.553
H 1.876 2.148 -7.816
H -2.634 -0.851 -3.732
H -3.352 -6.958 -2.174
H 2.493 0.284 9.538
H 2.296 8.597 -7.368
H -7.187 1.416 1.248
H -0.216 5.085 -2.795
H -0.689 -1.722 4.673
H -1.063 3.848 -6.119
H -3.866 5.659 4.862
H 0.573 0.539 4.070
H -2.766 5.989 7.034
H 1.895 2.052 -1.801
H 1.876 3.257 1.695
H -0.866 0.050 -8.884
H 2.583 -1.460 9.561
H -1.484 0.818 -2.699
H -1.610 2.665 6.088
H -7.536 -1.897 1.558
H -2.489 1.722 3.180
H -2.525 0.122 3.692
H -4.340 -5.979 -5.446
H 0.460 -2.687 1.372
H 2.130 1.643 2.345
H -5.180 -2.394 -3.091
H -3.913 -3.190 2.660
H -1.477 1.697 -1.207
H 1.787 4.539 -3.518
H 3.357 -3.512 3.146
H 3.309 -8.586 2.298
H 2.491 -1.652 -0.483
H -0.067 -3.528 -1.036
H -4.133 6.933 3.627
H 3.599 -0.264 -4.941
H -0.741 -3.474 -4.909
H -6.327 2.008 3.451
H 2.500 -5.494 0.249
H 0.112 2.525 -5.969
H -2.534 -6.195 -5.639
H -8.437 -0.489 2.243
H -3.566 -7.623 -3.732
H -2.300 -2.948 7.609
H -6.586 0.126 0.219
H -2.815 4.350 7.383
H 0.649 -0.513 -3.298
H -0.287 5.031 1.113
H 3.185 -7.276 4.691
H 4.167 -2.346 -7.623
H 3.454 2.487 1.441
H 2.677 3.880 -4.958
H -1.313 -1.993 8.713
H 3.294 2.823 -1.073
H 3.991 6.145 -6.400
H 1.963 -0.465 -2.113
H -0.545 -5.149 -4.784
H -2.611 9.232 4.524
H -1.347 6.401 -2.833
H 3.189 -3.917 4.774
H -0.441 0.316 5.448
H -4.337 7.294 5.328
H 0.071 8.792 -4.176
H -3.281 -4.676 -5.616
H 0.910 5.698 2.322
H 4.408 -0.598 -7.937
H 1.564 3.479 -0.850
H 3.350 6.243 -4.753
H -5.528 1.895 5.000
H -0.747 -3.627 8.163
H -1.737 3.512 1.967
H 4.222 -1.866 -9.225
H -0.283 6.661 1.709
H -0.498 0.093 -5.290
H 2.609 -6.981 -0.529
H -3.008 1.450 4.869
H 0.843 0.434 -9.145
H -4.840 2.951 3.764
H -3.204 0.450 0.949
H 1.746 -4.090 3.648
H -1.279 -0.897 -6.579
H -0.580 -3.426 5.063
H -1.433 -1.715 -2.918
H -4.640 -1.816 -4.705
H -2.096 -2.648 5.251
H 0.872 7.625 -7.759
H -0.705 3.126 4.697
H 1.805 8.529 -4.187
H 3.498 1.694 -8.153
H 3.784 7.725 -5.634
H 0.831 8.507 -2.626
H -4.896 -3.110 1.206
H 5.313 -5.996 5.215
H -2.550 -0.965 0.277
H 3.449 1.366 -4.482
H -2.341 8.350 2.943
H 0.701 -1.652 -1.958
H 3.058 -8.839 0.553
H -0.495 -5.264 -1.106
H -5.379 1.159 1.008
H 3.346 -0.529 0.455
H 0.742 -1.857 2.796
H 3.338 -1.618 5.194
H -1.002 8.593 3.981
H -4.300 -0.547 -0.110
H -0.145 3.511 6.370
H -5.019 -3.567 -4.294
H 0.799 -4.828 -1.892
H 6.223 -7.412 5.235
H 2.421 -1.340 3.760
H 0.669 -2.034 -8.929
H 2.415 7.090 -8.277
H 7.769 -6.920 2.642
H 6.977 -5.887 4.615
H 2.945 0.106 4.625
H -0.234 1.683 -8.511
H 1.744 -6.231 4.634
H 3.230 2.759 -6.812
H 4.638 -8.990 1.355
H 0.880 1.350 8.363
H -0.292 2.212 -2.319
H 0.071 6.548 -1.936
H -1.325 5.191 7.652
H 3.315 -0.685 8.237



# 2
A structure of composition C48H17F15GeN9O8S2SeSn. Source: OMol25; level of theory: ωB97M-V with the def2-TZVPD basis set.

Results
2S+1 = 1
total charge = +1
Kohn-Sham gap = 7.51 eV

Atoms and positions in Å:
Sn -0.114 -0.182 0.358
Se 4.041 6.407 -0.686
Ge -1.988 -1.306 3.773
S -2.951 3.501 -2.545
S -2.073 -0.400 1.731
F -0.463 2.497 8.249
F 0.336 -0.089 8.364
F -2.779 1.636 4.285
F 1.124 -5.439 2.506
F -0.058 -7.027 4.358
F -3.628 -3.159 1.964
F -6.257 -3.426 1.545
F -2.025 3.350 6.196
F -4.521 -0.129 5.485
F -8.026 -2.084 3.106
F -0.377 -1.809 6.442
F -7.135 -0.458 5.080
F -2.022 -6.041 5.942
F -2.816 -3.484 5.666
F 0.327 -2.926 2.174
O 1.646 -3.771 -0.634
O 6.488 -4.062 3.297
O 0.607 -0.994 3.661
O 6.130 0.674 2.372
O 0.865 -1.729 -0.360
O 4.782 1.322 0.828
O 1.395 -0.010 1.792
O 4.953 -5.395 2.587
N 5.476 -4.309 2.683
N 0.034 2.062 1.072
N -1.677 -1.023 -1.082
N 1.184 0.954 -1.036
N -3.724 -1.082 -1.908
N 2.837 5.942 0.534
N -1.634 1.802 -1.185
N 5.273 0.470 1.549
N 3.831 4.923 -1.635
C 0.751 4.522 2.097
C 2.383 4.769 0.189
C -4.902 -0.941 4.489
C -2.318 -4.661 -0.525
C -3.632 -4.675 -1.023
C 3.684 -3.427 1.238
C -6.263 -1.101 4.307
C -3.411 1.867 -2.653
C -1.458 -5.265 5.023
C 2.591 0.999 -2.951
C 1.811 -2.670 -0.188
C -0.222 3.762 2.710
C -1.607 -0.149 5.297
C -0.282 -3.653 3.126
C -6.721 -1.935 3.306
C -1.562 -3.509 -0.501
C -0.453 -5.768 4.217
C -1.638 2.074 6.263
C -1.711 3.072 -1.454
C 3.069 -2.371 0.577
C -2.161 -2.345 -0.982
C 1.677 0.360 -2.127
C -2.653 -0.321 -1.631
C -0.842 1.643 7.308
C 0.979 2.789 0.474
C 3.020 2.267 -2.616
C -4.466 -2.448 2.735
C -0.559 2.525 2.162
C 3.632 -1.108 0.644
C -1.294 -3.118 3.906
C -3.962 -1.595 3.708
C 2.508 2.883 -1.478
C 4.819 -3.180 1.983
C 1.573 2.197 -0.717
C -5.817 -2.619 2.515
C -1.858 -3.954 4.857
C -4.220 -3.537 -1.529
C 1.365 4.036 0.942
C -0.815 -0.552 6.360
C -2.006 1.174 5.286
C 5.370 -1.923 2.113
C 4.757 -0.905 1.416
C 2.937 4.202 -1.017
C -2.599 1.114 -1.865
C -0.434 0.322 7.362
C 1.450 -0.396 3.024
C 0.143 -4.959 3.269
C -3.453 -2.379 -1.494
H -4.225 1.560 -3.290
H -5.224 -3.551 -1.934
H 2.396 -0.129 3.515
H 6.238 -1.753 2.733
H 1.342 -0.651 -2.314
H -1.317 1.894 2.599
H -0.728 4.103 3.603
H 3.274 -4.425 1.177
H 3.204 -0.277 0.121
H -4.591 -0.755 -2.298
H -0.543 -3.510 -0.157
H -4.188 -5.602 -1.020
H -1.061 3.823 -1.027
H -1.885 -5.583 -0.160
H 2.967 0.490 -3.826
H 1.051 5.489 2.480
H 3.757 2.795 -3.207



Question: The lowest 2S+1 belongs to which entry?
Answer: C48H17F15GeN9O8S2SeSn